ORCA calculation (wB97M-V/def2-TZVPD) on C36H48Br8F4N4O8 as an isolated structure in a non-equilibrium geometry.

- F_max: 0.332 Eh/bohr
- Gap between HOMO and LUMO: 6.419 eV

Element x y z (Å)
C -4.755 3.435 -1.194
N -3.688 2.367 -1.077
O -4.174 1.358 -0.639
O -2.506 2.519 -1.319
H -5.055 2.980 -2.138
H -4.285 4.416 -1.260
H -5.419 3.427 -0.330
C -0.962 3.699 0.348
N -1.033 5.208 0.290
O -0.070 5.725 -0.174
O -2.056 5.806 0.759
H -0.286 3.480 1.174
H -0.928 3.468 -0.717
H -1.976 3.428 0.643
C -0.259 2.283 -3.234
N 0.978 2.917 -2.697
O 0.934 3.810 -1.844
O 2.067 2.503 -3.103
H 0.032 1.807 -4.171
H -0.988 3.063 -3.456
H -0.625 1.466 -2.613
C -3.281 -3.121 1.044
N -3.711 -1.914 0.257
O -4.276 -1.033 0.861
O -3.520 -1.812 -0.939
H -4.189 -3.633 1.362
H -2.819 -2.563 1.859
H -2.573 -3.609 0.374
Br -0.915 -2.597 2.192
C 0.600 -1.341 2.152
C 0.047 -0.032 2.709
Br 1.468 1.378 3.078
H 0.952 -1.220 1.128
H 1.336 -1.678 2.882
H -0.511 -0.148 3.638
H -0.637 0.329 1.940
Br 1.911 4.546 2.175
C 1.821 4.049 0.258
C 3.247 3.814 -0.366
Br 4.188 2.177 0.194
H 1.264 4.747 -0.368
H 1.272 3.129 0.055
H 3.907 4.612 -0.026
H 3.196 3.661 -1.444
Br -3.514 -1.667 -5.153
C -2.573 -1.464 -3.407
C -1.048 -1.434 -3.838
Br -0.767 0.329 -4.771
H -2.746 -2.357 -2.807
H -3.040 -0.713 -2.770
H -0.722 -2.156 -4.587
H -0.262 -1.602 -3.102
Br 3.019 1.382 -1.907
C 3.768 0.013 -3.207
C 4.168 -1.294 -2.598
Br 2.460 -2.355 -2.519
H 4.731 0.392 -3.549
H 3.276 -0.054 -4.178
H 4.699 -1.219 -1.649
H 4.949 -1.692 -3.246
F -3.046 -0.657 5.242
C -2.860 0.019 4.160
C -2.847 1.429 4.085
C -2.802 2.078 2.873
C -2.755 1.308 1.663
C -2.684 -0.047 1.714
C -2.753 -0.696 2.970
H -2.871 2.065 4.957
H -2.853 3.156 2.908
H -2.961 1.785 0.716
H -2.581 -0.533 0.754
H -2.798 -1.774 2.912
F 4.547 -2.574 3.614
C 4.259 -1.899 2.505
C 4.331 -0.491 2.636
C 3.937 0.211 1.531
C 3.373 -0.402 0.398
C 3.315 -1.805 0.314
C 3.776 -2.560 1.371
H 4.826 -0.066 3.496
H 4.150 1.269 1.544
H 3.195 0.216 -0.470
H 2.947 -2.321 -0.561
H 3.744 -3.638 1.312
F 0.085 2.711 -0.207
C -0.117 1.411 -0.360
C 0.963 0.515 -0.644
C 0.689 -0.778 -0.912
C -0.636 -1.300 -0.860
C -1.664 -0.461 -0.578
C -1.414 0.906 -0.308
H 1.956 0.878 -0.866
H 1.503 -1.397 -1.259
H -0.808 -2.327 -1.148
H -2.731 -0.621 -0.620
H -2.248 1.545 -0.057
F 0.411 -3.147 -1.218
C 0.667 -3.890 -0.171
C -0.370 -4.528 0.486
C -0.042 -5.453 1.448
C 1.298 -5.581 1.859
C 2.317 -4.757 1.321
C 1.970 -3.902 0.314
H -1.380 -4.443 0.113
H -0.716 -6.137 1.941
H 1.470 -6.275 2.667
H 3.346 -4.701 1.643
H 2.746 -3.355 -0.200

ORCA calculation (wB97M-V/def2-TZVPD) on a 13-piece molecular cluster, C36H48Cl48N3O8Si overall in a non-equilibrium geometry.

- F_max: 0.069 Eh/bohr
- Total charge: +1
- Gap between HOMO and LUMO: 9.514 eV

Element x y z (Å)
C 5.287 0.857 -0.400
C 4.200 1.894 -0.250
N 2.966 1.269 0.246
C 1.749 1.554 -0.430
C 0.877 0.267 -0.557
C 1.825 -0.889 -0.663
C 1.101 -2.157 -1.141
C 0.727 -2.954 0.042
N -0.602 -3.321 0.122
O 1.490 -3.251 0.884
O -0.001 -0.002 0.495
C -0.195 1.006 1.440
C -1.246 0.567 2.407
C -2.638 0.290 1.882
O -2.687 0.025 0.489
C -3.916 -0.375 0.069
C -3.919 -1.681 -0.585
O -4.871 0.304 0.201
C -0.318 2.413 0.883
C -0.392 3.348 2.120
C -1.774 3.728 2.579
O -2.224 4.928 2.025
C -2.163 6.001 2.933
C -3.360 6.045 3.837
C -1.497 2.711 0.005
C -1.493 2.177 -1.405
O -2.733 2.520 -1.975
Si -2.663 3.827 -3.007
C -1.393 3.644 -4.391
C -4.344 3.900 -3.819
C -2.474 5.463 -2.082
N 1.033 2.742 0.246
C 1.032 3.975 -0.585
C 2.379 4.631 -0.419
O 2.811 4.894 0.642
O 3.056 4.934 -1.524
H 5.051 0.080 0.287
H 5.292 0.404 -1.367
H 6.240 1.225 -0.107
H 4.544 2.567 0.506
H 4.055 2.483 -1.128
H 2.862 1.361 1.243
H 1.986 1.852 -1.419
H 0.391 0.297 -1.507
H 2.233 -1.143 0.286
H 2.565 -0.645 -1.380
H 0.224 -1.881 -1.671
H 1.770 -2.689 -1.775
H -0.789 -4.048 -0.558
H -0.775 -3.716 1.034
H 0.717 1.022 2.027
H -0.873 -0.337 2.826
H -1.345 1.215 3.239
H -3.325 1.078 2.100
H -3.031 -0.558 2.400
H -4.222 -1.583 -1.600
H -4.596 -2.344 -0.099
H -2.937 -2.082 -0.597
H 0.190 4.240 1.982
H 0.076 2.811 2.915
H -2.509 2.971 2.441
H -1.711 3.891 3.634
H -2.197 6.879 2.351
H -1.253 6.030 3.505
H -3.263 5.283 4.579
H -3.380 7.003 4.309
H -4.250 5.941 3.270
H -1.593 3.770 -0.067
H -2.415 2.393 0.414
H -0.680 2.535 -2.013
H -1.493 1.116 -1.347
H -0.784 4.520 -4.421
H -0.783 2.782 -4.243
H -1.913 3.503 -5.305
H -4.725 4.894 -3.858
H -4.347 3.442 -4.781
H -5.011 3.328 -3.213
H -3.185 6.137 -2.488
H -1.495 5.886 -2.175
H -2.764 5.310 -1.061
H 1.631 2.997 1.033
H 0.339 4.688 -0.225
H 0.900 3.766 -1.619
H 3.116 4.158 -2.090
C 0.586 8.686 -0.337
Cl 0.230 9.456 -1.880
Cl 1.538 7.215 -0.620
Cl 1.511 9.782 0.679
Cl -0.915 8.249 0.458
C 3.149 1.932 4.335
Cl 1.763 2.097 5.406
Cl 3.071 0.366 3.511
Cl 3.113 3.244 3.129
Cl 4.632 2.039 5.255
C 4.383 12.208 3.015
Cl 4.770 11.992 4.719
Cl 2.796 11.496 2.682
Cl 4.344 13.924 2.628
Cl 5.598 11.404 2.024
C 1.582 -7.264 -0.467
Cl 0.115 -7.159 -1.459
Cl 2.454 -8.725 -0.898
Cl 2.628 -5.869 -0.741
Cl 1.117 -7.329 1.234
C -7.734 -6.155 -0.757
Cl -6.065 -6.537 -0.308
Cl -7.894 -6.308 -2.506
Cl -8.828 -7.278 0.042
Cl -8.117 -4.504 -0.266
C 0.051 -10.808 -3.473
Cl 0.230 -12.320 -4.358
Cl -1.599 -10.204 -3.661
Cl 0.382 -11.081 -1.762
Cl 1.178 -9.616 -4.115
C 0.802 -6.696 -7.467
Cl 0.670 -7.668 -8.929
Cl 0.241 -5.053 -7.798
Cl -0.185 -7.406 -6.194
Cl 2.486 -6.647 -6.941
C 6.143 -8.318 0.796
Cl 7.539 -7.511 1.510
Cl 4.664 -7.700 1.533
Cl 6.107 -8.010 -0.943
Cl 6.260 -10.053 1.083
C 10.214 -8.365 4.637
Cl 8.966 -8.342 5.882
Cl 10.163 -9.904 3.780
Cl 9.923 -7.052 3.493
Cl 11.796 -8.154 5.382
C 3.673 -1.011 7.856
Cl 4.279 0.615 8.188
Cl 1.945 -0.944 7.499
Cl 4.533 -1.681 6.468
Cl 3.938 -2.034 9.261
C -3.795 -5.837 -3.907
Cl -2.724 -5.418 -2.558
Cl -2.967 -5.549 -5.432
Cl -4.233 -7.538 -3.782
Cl -5.257 -4.864 -3.810
C -10.284 -1.983 -3.140
Cl -11.806 -2.379 -3.936
Cl -9.361 -3.458 -2.858
Cl -9.351 -0.893 -4.166
Cl -10.613 -1.199 -1.594

ORCA calculation (wB97M-V/def2-TZVPD) on a 10-piece molecular cluster, C36H48F7NO28 overall in a non-equilibrium geometry.

- F_max: 0.114 Eh/bohr
- Gap between HOMO and LUMO: 7.283 eV
- SMILES string: CC1(C)CCCC(C)(C)N1O.O=C1OC[C@@H](F)O1.O=C1OC[C@@H](F)O1.O=C1OC[C@@H](F)O1.O=C1OC[C@@H](F)O1.O=C1OC[C@@H](F)O1.O=C1OC[C@@H](F)O1.O=C1OC[C@@H](F)O1.O=C1OCCO1.O=C1OCCO1

Element x y z (Å)
C -5.553 4.003 -9.498
C -6.039 4.395 -10.949
C -6.396 3.054 -11.751
C -7.315 5.287 -10.987
C -7.006 6.753 -10.441
C -6.029 7.399 -11.322
C -4.682 6.607 -11.527
C -4.133 7.185 -12.851
C -3.744 6.809 -10.298
N -4.955 5.204 -11.638
O -3.968 4.393 -12.067
H -4.531 3.706 -9.731
H -5.657 4.786 -8.746
H -5.957 3.065 -9.116
H -5.516 2.460 -11.993
H -7.207 2.530 -11.244
H -6.713 3.386 -12.740
H -7.860 5.283 -11.931
H -8.014 4.950 -10.221
H -7.922 7.342 -10.501
H -6.603 6.817 -9.431
H -5.765 8.390 -10.953
H -6.550 7.651 -12.245
H -4.884 7.040 -13.627
H -3.245 6.707 -13.265
H -3.817 8.206 -12.638
H -4.158 6.357 -9.397
H -3.372 7.824 -10.158
H -2.808 6.315 -10.558
H -4.278 4.387 -12.975
O -1.045 8.556 -11.139
C -0.881 9.157 -10.084
O 0.059 8.903 -9.168
C -0.536 9.230 -7.890
C -1.206 10.506 -8.387
F -0.256 11.467 -8.442
O -1.756 10.001 -9.568
H -1.274 8.481 -7.601
H 0.178 9.515 -7.118
H -2.002 10.754 -7.685
O 2.251 2.512 -15.384
C 3.127 1.657 -15.260
O 3.206 0.678 -14.313
C 4.299 -0.184 -14.490
C 4.759 0.112 -15.908
F 4.352 -0.869 -16.775
O 4.080 1.362 -16.179
H 5.096 0.107 -13.806
H 3.995 -1.226 -14.385
H 5.839 0.234 -15.839
O 3.653 5.396 -14.305
C 4.179 4.786 -13.384
O 3.752 3.632 -12.892
C 4.539 3.288 -11.752
C 5.780 4.215 -11.861
F 6.856 3.551 -12.368
O 5.316 5.248 -12.713
H 3.852 3.469 -10.926
H 4.786 2.233 -11.631
H 5.900 4.455 -10.805
O 5.552 9.814 -11.770
C 4.420 9.392 -11.869
O 3.364 10.052 -11.484
C 2.215 9.239 -11.429
C 2.610 8.087 -12.338
F 2.121 8.236 -13.557
O 4.034 8.216 -12.338
H 2.253 8.824 -10.422
H 1.266 9.691 -11.718
H 2.354 7.068 -12.047
O -0.297 5.738 -10.508
C -0.335 5.077 -11.553
O 0.602 5.138 -12.551
C 0.423 3.974 -13.353
C -1.059 3.662 -13.132
F -1.330 2.363 -13.511
O -1.120 3.928 -11.803
H 0.651 4.329 -14.357
H 1.119 3.179 -13.087
H -1.762 4.287 -13.683
O 1.916 -2.391 -16.015
C 1.109 -1.481 -15.973
O 1.068 -0.408 -16.832
C -0.051 0.333 -16.572
C -0.472 -0.185 -15.184
F -1.741 -0.032 -15.191
O 0.041 -1.480 -15.160
H -0.007 1.420 -16.509
H -0.745 0.029 -17.356
H -0.012 0.407 -14.393
O -3.298 4.083 -15.436
C -4.264 3.984 -16.175
O -5.495 3.774 -15.718
C -6.355 3.398 -16.782
C -5.740 4.228 -17.881
F -6.136 5.472 -17.796
O -4.399 4.187 -17.485
H -6.261 2.326 -16.954
H -7.422 3.413 -16.559
H -5.889 3.864 -18.897
O 3.579 6.600 -9.512
C 2.809 6.033 -8.737
O 2.682 4.776 -8.596
C 1.786 4.523 -7.504
C 1.032 5.815 -7.318
O 1.939 6.644 -7.832
H 1.211 3.605 -7.628
H 2.411 4.269 -6.648
H 0.722 6.183 -6.340
H 0.101 5.891 -7.879
O -5.130 0.671 -9.240
C -3.932 0.503 -9.557
O -2.955 -0.034 -8.757
C -1.863 -0.310 -9.568
C -2.071 0.560 -10.773
O -3.359 0.902 -10.705
H -0.989 0.047 -9.022
H -1.878 -1.386 -9.743
H -1.914 -0.016 -11.685
H -1.461 1.463 -10.768

ORCA calculation (wB97M-V/def2-TZVPD) on C36H49AsFIrN3S as an isolated structure in a non-equilibrium geometry.

- Multiplicity: 2
- F_max: 0.045 Eh/bohr
- Total charge: +2
- Gap between HOMO and LUMO (alpha / beta): 5.681 / 5.799 eV
- ΔE to the lowest compared entry with this formula, charge and spin: 1.167 eV

Element x y z (Å)
Ir -0.263 0.368 -0.103
C 2.645 -1.100 2.123
C 3.614 -0.250 1.301
C 3.558 1.233 1.683
C 3.477 -0.557 -0.182
C 4.471 -1.415 -0.711
C 4.495 -1.818 -2.037
C 3.537 -1.331 -2.908
C 2.553 -0.463 -2.447
C 1.496 0.036 -3.425
C 2.133 0.802 -4.591
C 0.639 -1.128 -3.939
C 2.520 -0.099 -1.091
N 1.498 0.834 -0.671
C 1.794 2.159 -1.051
C 3.067 2.553 -1.516
C 3.351 3.863 -1.817
C 2.375 4.853 -1.674
C 1.111 4.510 -1.223
C 0.866 3.199 -0.919
F -0.379 2.875 -0.481
H 2.762 -0.873 3.185
H 2.841 -2.167 1.990
H 1.604 -0.931 1.862
H 4.607 -0.608 1.557
H 2.539 1.628 1.668
H 4.169 1.847 1.021
H 3.955 1.356 2.692
H 5.244 -1.783 -0.049
H 5.268 -2.491 -2.383
H 3.551 -1.612 -3.953
H 0.825 0.722 -2.908
H 2.786 0.159 -5.184
H 2.725 1.650 -4.244
H 1.357 1.185 -5.257
H 1.256 -1.881 -4.434
H -0.088 -0.762 -4.669
H 0.097 -1.623 -3.129
H 3.838 1.804 -1.612
H 4.344 4.125 -2.156
H 2.601 5.886 -1.900
H 0.322 5.241 -1.103
C -5.960 0.963 -2.417
C -4.520 1.023 -2.022
C -3.531 0.353 -2.735
C -2.248 0.309 -2.251
N -1.878 0.945 -1.116
C -2.804 1.713 -0.483
C -4.115 1.755 -0.901
H -6.108 0.393 -3.331
H -6.361 1.969 -2.561
H -6.536 0.498 -1.615
H -3.761 -0.151 -3.664
H -1.462 -0.220 -2.778
H -2.463 2.320 0.344
H -4.824 2.367 -0.360
C -0.020 -1.010 4.392
As -0.142 0.866 4.043
C 1.395 1.673 4.846
C -1.638 1.483 5.060
S -0.354 1.642 2.036
H 0.499 -1.109 5.346
H 0.528 -1.528 3.613
H -1.020 -1.418 4.483
H 1.237 1.689 5.924
H 1.502 2.685 4.468
H 2.283 1.098 4.610
H -1.504 1.160 6.091
H -2.547 1.055 4.647
H -1.681 2.568 5.009
C -3.143 -0.749 2.346
N -3.752 -1.673 1.444
C -4.150 -2.950 2.002
C -3.211 -1.683 0.102
C -1.803 -2.255 -0.080
C -1.775 -3.646 -0.168
C -0.623 -4.387 -0.360
C 0.576 -3.721 -0.472
C 0.589 -2.337 -0.387
C -0.561 -1.585 -0.189
H -3.715 -0.726 3.277
H -3.143 0.263 1.924
H -2.104 -1.028 2.589
H -4.791 -2.783 2.869
H -3.307 -3.585 2.322
H -4.725 -3.504 1.260
H -3.280 -0.682 -0.299
H -3.878 -2.309 -0.497
H -2.725 -4.161 -0.111
H -0.669 -5.466 -0.429
H 1.501 -4.257 -0.639
H 1.560 -1.864 -0.496

Please write out number 4 again, unchanged.
ORCA calculation (wB97M-V/def2-TZVPD) on C36H49AsFIrN3S as an isolated structure in a non-equilibrium geometry.

- Multiplicity: 2
- F_max: 0.045 Eh/bohr
- Total charge: +2
- Gap between HOMO and LUMO (alpha / beta): 5.681 / 5.799 eV
- ΔE to the lowest compared entry with this formula, charge and spin: 1.167 eV

Element x y z (Å)
Ir -0.263 0.368 -0.103
C 2.645 -1.100 2.123
C 3.614 -0.250 1.301
C 3.558 1.233 1.683
C 3.477 -0.557 -0.182
C 4.471 -1.415 -0.711
C 4.495 -1.818 -2.037
C 3.537 -1.331 -2.908
C 2.553 -0.463 -2.447
C 1.496 0.036 -3.425
C 2.133 0.802 -4.591
C 0.639 -1.128 -3.939
C 2.520 -0.099 -1.091
N 1.498 0.834 -0.671
C 1.794 2.159 -1.051
C 3.067 2.553 -1.516
C 3.351 3.863 -1.817
C 2.375 4.853 -1.674
C 1.111 4.510 -1.223
C 0.866 3.199 -0.919
F -0.379 2.875 -0.481
H 2.762 -0.873 3.185
H 2.841 -2.167 1.990
H 1.604 -0.931 1.862
H 4.607 -0.608 1.557
H 2.539 1.628 1.668
H 4.169 1.847 1.021
H 3.955 1.356 2.692
H 5.244 -1.783 -0.049
H 5.268 -2.491 -2.383
H 3.551 -1.612 -3.953
H 0.825 0.722 -2.908
H 2.786 0.159 -5.184
H 2.725 1.650 -4.244
H 1.357 1.185 -5.257
H 1.256 -1.881 -4.434
H -0.088 -0.762 -4.669
H 0.097 -1.623 -3.129
H 3.838 1.804 -1.612
H 4.344 4.125 -2.156
H 2.601 5.886 -1.900
H 0.322 5.241 -1.103
C -5.960 0.963 -2.417
C -4.520 1.023 -2.022
C -3.531 0.353 -2.735
C -2.248 0.309 -2.251
N -1.878 0.945 -1.116
C -2.804 1.713 -0.483
C -4.115 1.755 -0.901
H -6.108 0.393 -3.331
H -6.361 1.969 -2.561
H -6.536 0.498 -1.615
H -3.761 -0.151 -3.664
H -1.462 -0.220 -2.778
H -2.463 2.320 0.344
H -4.824 2.367 -0.360
C -0.020 -1.010 4.392
As -0.142 0.866 4.043
C 1.395 1.673 4.846
C -1.638 1.483 5.060
S -0.354 1.642 2.036
H 0.499 -1.109 5.346
H 0.528 -1.528 3.613
H -1.020 -1.418 4.483
H 1.237 1.689 5.924
H 1.502 2.685 4.468
H 2.283 1.098 4.610
H -1.504 1.160 6.091
H -2.547 1.055 4.647
H -1.681 2.568 5.009
C -3.143 -0.749 2.346
N -3.752 -1.673 1.444
C -4.150 -2.950 2.002
C -3.211 -1.683 0.102
C -1.803 -2.255 -0.080
C -1.775 -3.646 -0.168
C -0.623 -4.387 -0.360
C 0.576 -3.721 -0.472
C 0.589 -2.337 -0.387
C -0.561 -1.585 -0.189
H -3.715 -0.726 3.277
H -3.143 0.263 1.924
H -2.104 -1.028 2.589
H -4.791 -2.783 2.869
H -3.307 -3.585 2.322
H -4.725 -3.504 1.260
H -3.280 -0.682 -0.299
H -3.878 -2.309 -0.497
H -2.725 -4.161 -0.111
H -0.669 -5.466 -0.429
H 1.501 -4.257 -0.639
H 1.560 -1.864 -0.496

The lowest F_max belongs to which entry?
C36H49AsFIrN3S

Among the records above, which one has the highest F_max?
C36H48Br8F4N4O8

Look up the F_max of the second one.
0.069 Eh/bohr